#a
DFT (the ωB97M-V functional and the def2-TZVPD basis) results for 3 unconnected molecules or ions with the total composition C5H16O2.

Each line ends with the Mulliken charge.
Element x y z (Å)
1 C -0.75 1.32 2.58  -1.203
2 C -0.71 1.46 1.04  -0.722
3 C 0.56 0.85 0.46  0.932
4 C 0.56 0.96 -1.08  -1.326
5 C 0.78 -0.59 0.85  -1.326
6 H -0.87 0.28 2.85  0.309
7 H 0.10 1.82 3.03  0.311
8 H -1.63 1.90 2.88  0.384
9 H -1.55 0.90 0.62  0.260
10 H -0.84 2.49 0.74  0.410
11 H 1.43 1.41 0.83  0.162
12 H 1.56 0.75 -1.45  0.373
13 H 0.02 1.86 -1.38  0.369
14 H -0.10 0.22 -1.55  0.172
15 H 1.30 -0.69 1.80  0.406
16 H 1.47 -1.14 0.19  0.288
17 H -0.13 -1.19 0.94  0.211
18 O -2.00 -1.70 -1.71  -0.653
19 H -1.11 -1.81 -2.08  0.337
20 H -1.81 -1.70 -0.77  0.307
21 O 1.09 -2.13 -3.11  -0.635
22 H 0.90 -3.04 -3.32  0.316
23 H 1.72 -2.23 -2.37  0.321

Summary:
E_HOMO in eV: -10.91
Charge: 0
LUMO level in eV: 0.51
HOMO-LUMO gap in hartree: 0.420
SMILES: CCC(C)C.O.O



#b
DFT (the ωB97M-V functional and the def2-TZVPD basis) results for 3 unconnected molecules or ions with the total composition C5H16O2.

Each line ends with the Mulliken charge.
Element x y z (Å)
1 C -3.07 0.89 0.39  -1.121
2 C -1.74 0.77 -0.33  -0.282
3 C -0.63 0.42 0.59  -0.814
4 C 0.75 1.14 0.26  -0.217
5 C 1.80 0.64 1.29  -1.107
6 H -3.72 0.22 -0.19  0.291
7 H -3.56 1.92 0.39  0.236
8 H -3.22 0.53 1.37  0.382
9 H -1.57 1.61 -1.04  0.412
10 H -2.00 -0.16 -1.02  0.185
11 H -0.96 0.50 1.65  0.337
12 H -0.58 -0.75 0.74  0.278
13 H 1.03 0.97 -0.87  0.230
14 H 0.49 2.24 0.34  0.269
15 H 2.53 1.56 1.59  0.245
16 H 1.32 0.29 2.21  0.375
17 H 2.35 -0.13 0.85  0.298
18 O -1.06 -6.31 0.04  -0.633
19 H -0.47 -5.59 0.14  0.313
20 H -0.68 -7.05 -0.41  0.319
21 O 3.49 3.02 -1.85  -0.638
22 H 3.27 3.08 -2.87  0.328
23 H 3.64 3.93 -1.58  0.314

Summary:
E_HOMO in eV: -10.08
Charge: 0
LUMO level in eV: 0.78
HOMO-LUMO gap in hartree: 0.399
SMILES: CCCCC.O.O



Referenced to the most stable arrangement, the calculated values in hartree are #a 0.0000; #b 0.0668.



#a
DFT (the ωB97M-V functional and the def2-TZVPD basis) results for 2 unconnected molecules or ions with the total composition C3H7I.

Each line ends with the Mulliken charge.
Element x y z (Å)
1 C 0.39 1.43 -0.51  -0.511
2 C 0.53 0.01 -0.96  -1.012
3 C -0.98 -1.72 0.99  -0.661
4 I -0.60 -1.17 2.88  0.101
5 H -0.04 1.46 0.56  0.140
6 H 1.35 1.96 -0.45  0.267
7 H -0.35 2.03 -1.02  0.288
8 H 1.26 -0.70 -0.73  0.481
9 H 0.00 -0.13 -1.83  0.358
10 H -0.24 -2.35 0.49  0.310
11 H -1.32 -0.82 0.56  0.240

Summary:
E_HOMO (spin up / spin down) in eV: -8.20 / -8.36
Charge: 0
LUMO level (spin up / spin down) in eV: -0.43 / 0.41
HOMO-LUMO gap (spin up / spin down) in hartree: 0.286 / 0.323



#b
DFT (the ωB97M-V functional and the def2-TZVPD basis) results for 2 unconnected molecules or ions with the total composition C3H7I.

Each line ends with the Mulliken charge.
Element x y z (Å)
1 C -1.11 1.11 -0.82  -0.422
2 C -1.10 1.27 0.48  -0.478
3 H -0.79 1.81 -1.59  0.224
4 H -1.60 0.25 -1.26  0.242
5 H -0.60 2.11 1.01  0.224
6 H -1.47 0.52 1.27  0.208
7 C 1.53 -1.27 0.16  -0.945
8 I -0.15 -2.60 0.61  -0.022
9 H 2.39 -1.65 0.51  0.412
10 H 1.59 -1.22 -0.90  0.299
11 H 1.30 -0.33 0.52  0.259

Summary:
E_HOMO in eV: -9.46
Charge: 0
LUMO level in eV: 0.41
HOMO-LUMO gap in hartree: 0.363
SMILES: C=C.CI



Referenced to the most stable arrangement, the calculated values in hartree are #a 0.1108; #b 0.0000.



#a
DFT (the ωB97M-V functional and the def2-TZVPD basis) results for a molecular structure, C5H7N2.

Each line ends with the Mulliken charge.
Element x y z (Å)
1 C 3.18 0.35 -0.12  -0.583
2 C 2.28 -0.44 0.33  0.553
3 C 0.41 -0.78 0.15  0.660
4 C -1.01 -1.15 0.02  -1.102
5 C 0.76 1.60 -0.77  -0.700
6 N 1.08 0.30 -0.15  0.024
7 N 1.43 -1.51 0.66  -0.244
8 H -1.35 -1.18 -1.04  0.340
9 H -1.56 -0.56 0.70  0.337
10 H -1.15 -2.19 0.39  0.378
11 H 1.58 2.38 -0.44  0.328
12 H 0.65 1.36 -1.82  0.356
13 H -0.17 2.11 -0.30  0.325
14 H 1.70 -2.50 0.61  0.329

Summary:
E_HOMO in eV: -15.30
Charge: +1
LUMO level in eV: -5.58
HOMO-LUMO gap in hartree: 0.357



#b
DFT (the ωB97M-V functional and the def2-TZVPD basis) results for 2 unconnected molecules or ions with the total composition C5H7N2.

Each line ends with the Mulliken charge.
Element x y z (Å)
1 C -0.64 -1.99 -0.76  -0.613
2 C 0.66 -2.26 -0.51  0.015
3 C -0.88 -0.62 -0.39  -0.294
4 C -0.62 2.71 0.37  -0.574
5 C 0.49 2.14 0.66  0.384
6 N 1.20 -1.12 0.11  -0.200
7 N 0.23 -0.14 0.09  -0.076
8 H -1.30 -2.82 -0.99  0.317
9 H 1.26 -3.17 -0.48  0.401
10 H -1.69 -0.07 -0.28  0.465
11 H -0.74 3.72 0.70  0.303
12 H -1.47 2.38 -0.25  0.266
13 H 1.38 2.18 1.20  0.407
14 H 2.11 -0.94 0.53  0.200

Summary:
E_HOMO in eV: -13.96
Charge: +1
LUMO level in eV: -6.06
HOMO-LUMO gap in hartree: 0.291



Referenced to the most stable arrangement, the calculated values in hartree are #a 0.0733; #b 0.0000.



#a
DFT (the ωB97M-V functional and the def2-TZVPD basis) results for a single C2H7N molecule.

Each line ends with the Mulliken charge.
Element x y z (Å)
1 C 0.61 0.04 -1.12  -0.710
2 N 0.06 -0.53 0.14  -0.348
3 C -0.69 0.36 0.97  -0.740
4 H 1.36 0.85 -0.80  0.273
5 H -0.28 0.48 -1.75  0.232
6 H 1.27 -0.65 -1.69  0.278
7 H 0.81 -1.05 0.68  0.231
8 H -0.92 -0.01 2.02  0.322
9 H -1.80 0.24 0.60  0.226
10 H -0.39 1.45 0.89  0.236

Summary:
E_HOMO in eV: -8.46
Charge: 0
LUMO level in eV: 1.21
HOMO-LUMO gap in hartree: 0.355
SMILES: CNC



#b
DFT (the ωB97M-V functional and the def2-TZVPD basis) results for a single C2H7N molecule.

Each line ends with the Mulliken charge.
Element x y z (Å)
1 C -1.19 -0.10 -0.05  -0.812
2 N -0.03 0.70 -0.22  -0.392
3 C 1.21 -0.09 -0.04  -0.731
4 H -1.27 -0.56 0.96  0.290
5 H -1.22 -0.85 -0.82  0.316
6 H -2.13 0.46 -0.22  0.283
7 H -0.01 1.37 0.54  0.236
8 H 2.11 0.52 -0.40  0.255
9 H 1.15 -0.96 -0.76  0.283
10 H 1.37 -0.49 1.00  0.270

Summary:
E_HOMO in eV: -9.06
Charge: 0
LUMO level in eV: 1.22
HOMO-LUMO gap in hartree: 0.378
SMILES: CNC



Referenced to the most stable arrangement, the calculated values in hartree are #a 0.0202; #b 0.0000.